Computed, not measured: C4H4O2 as an isolated structure in a non-equilibrium geometry, with wB97M-V/def2-TZVPD.

Computed properties:
Energy relative to the best compared isomer or geometry (same formula, charge and spin) (kJ/mol): 437.3
DFT total energy (a.u.): -305.11289
Orbital gap (hartree): 0.353

Atoms and positions in Å:
O1 1.1024 -1.8411 -0.4790
C1 0.4536 -0.8213 -0.3909
C2 0.9315 0.5693 -0.2584
C3 -0.8099 0.5524 0.7766
O2 -1.5605 0.5395 -0.3398
C4 -0.9588 -0.7202 0.1067
H1 0.5747 1.3271 -0.9481
H2 1.9888 0.6692 0.0216
H3 -0.0886 1.2598 1.1684
H4 -1.6331 -1.5347 0.3430

Atomic forces in eV per Å
-0.2211 0.3427 0.0509
0.1412 -0.4677 -0.2247
-0.0013 -0.1317 -0.3075
0.9936 0.1468 -0.5156
0.0429 0.1572 -0.0526
0.0047 -0.4122 -0.0153
0.0083 -0.1419 -0.0099
-0.4072 -0.0237 0.0541
-0.6347 0.3920 0.9441
0.0737 0.1384 0.0765


Computed, not measured: one molecule with the formula C18H12FN3O in a non-equilibrium geometry, with wB97M-V/def2-TZVPD.

Computed properties:
Energy relative to the best compared isomer or geometry (same formula, charge and spin) (kJ/mol): 168.5
SMILES string: Cc1ccccc1-c1noc(/C(C#N)=C\c2ccccc2F)n1
DFT total energy (a.u.): -1032.37246
Orbital gap (hartree): 0.300

Atoms and positions in Å:
N1 4.1064 2.9725 2.8818
F1 1.0672 -0.8632 5.5448
C1 3.3330 2.1111 2.6959
N2 1.5791 1.6725 0.1201
N3 -0.4159 0.7442 0.2978
O1 0.3952 0.3660 1.4572
C2 1.5169 1.0061 1.2724
C3 0.3257 1.5133 -0.4161
C4 2.4373 1.0402 2.4710
C5 2.5238 0.0460 3.3728
C6 0.5952 -3.7757 3.5144
C7 0.6649 3.0029 -3.8031
C8 1.4597 -3.4645 2.4239
C9 -0.5930 3.2281 -4.2785
C10 0.4419 -2.8668 4.5764
C11 0.9797 2.4726 -2.5359
C12 2.1523 -2.2466 2.2435
C13 -1.6216 2.7667 -3.5223
C14 1.1796 -1.7041 4.4941
C15 -0.0524 2.1416 -1.7096
C16 1.9314 -1.3336 3.3400
C17 -1.3690 2.5208 -2.1077
C18 -2.6578 2.3802 -1.2228
H1 3.1123 0.1630 4.2882
H2 -0.0020 -4.6113 3.6553
H3 1.4991 3.2810 -4.4255
H4 1.5154 -4.2024 1.6135
H5 -0.6641 3.6225 -5.3262
H6 -0.2674 -3.1449 5.3572
H7 2.0494 2.4157 -2.1721
H8 2.8370 -2.1822 1.4490
H9 -2.6370 2.6288 -4.0394
H10 -3.4045 3.0729 -1.4467
H11 -2.4340 2.4178 -0.1490
H12 -3.0627 1.3299 -1.3929

Atomic forces in eV per Å
-1.8293 -2.0272 -0.3838
0.3543 0.3897 -0.4572
2.0071 3.0238 0.0210
0.9730 -0.1449 2.1194
-1.2069 -1.3191 1.1567
-1.4776 0.7397 -1.7169
1.0118 1.4213 -0.9955
0.7241 0.0684 0.5284
-0.2620 -1.3805 -0.6376
-0.1576 -1.3556 0.4943
1.5649 3.0618 -0.0241
2.5269 0.4070 1.0280
-0.6239 -0.7293 -0.4336
0.5881 -0.4966 -1.9421
0.4555 -0.9155 -1.3029
1.5094 0.6623 -1.5936
-2.6981 -1.0642 4.0737
-1.8242 0.2806 1.6814
-0.1661 -0.0324 -0.8286
-1.7140 0.7590 0.9867
0.2971 0.5583 -0.3791
-1.9323 -1.7389 -1.0855
2.2495 -2.9546 0.0616
0.0032 0.5640 -0.4515
-0.6320 -1.8734 -0.6627
0.2169 0.1373 -0.1173
0.1483 0.2062 0.4056
-0.3477 -0.5676 1.1389
0.4928 0.5635 0.0862
-1.4677 -0.2463 -0.6875
0.5771 0.8006 -0.8498
1.2547 0.6498 1.5088
-0.9907 1.2137 -0.6132
0.0755 0.1076 -0.3227
0.3001 1.2313 0.1942